C30H27BF4IrNPS5 | ωB97M-V with the def2-TZVPD basis set

Its energy above the lowest of the compared OMol25 structures with the same formula, charge and spin is 12.2 kcal/mol. The net charge is 0. As for the expectation value of S²: 0.7712. As for the spin multiplicity: 2.

Element x y z (Å)
1 Ir 1.635 -0.631 0.058
2 C 1.539 1.184 3.105
3 C 1.208 -0.248 2.816
4 C 2.209 -1.161 2.474
5 C 1.950 -2.555 2.437
6 C 3.085 -3.528 2.340
7 C 0.646 -2.973 2.582
8 C -0.392 -2.065 2.853
9 C -1.799 -2.568 3.025
10 C -0.102 -0.723 2.988
11 H 1.277 1.421 4.139
12 H 0.971 1.832 2.441
13 H 2.602 1.381 2.964
14 H 3.240 -0.819 2.489
15 H 3.355 -3.860 3.346
16 H 3.963 -3.078 1.883
17 H 2.813 -4.402 1.751
18 H 0.421 -4.033 2.524
19 H -2.512 -1.744 3.050
20 H -1.895 -3.129 3.956
21 H -2.075 -3.244 2.213
22 H -0.890 -0.017 3.224
23 S 5.785 0.249 -5.678
24 C 4.823 0.090 -4.380
25 S 5.348 0.419 -2.753
26 C 3.842 0.092 -1.973
27 C 2.804 -0.342 -2.790
28 S 1.267 -0.721 -2.188
29 S 3.172 -0.456 -4.474
30 S 3.628 0.327 -0.309
31 N 0.285 0.718 0.236
32 P -1.049 1.116 -0.453
33 C -2.335 1.380 0.802
34 C -3.468 0.583 0.918
35 C -4.355 0.778 1.971
36 C -4.118 1.772 2.906
37 C -2.997 2.586 2.785
38 C -2.113 2.392 1.738
39 C -1.756 -0.079 -1.624
40 C -1.786 -1.418 -1.231
41 C -2.225 -2.399 -2.105
42 C -2.633 -2.050 -3.386
43 C -2.606 -0.722 -3.785
44 C -2.171 0.262 -2.907
45 C -0.953 2.700 -1.327
46 C -2.081 3.459 -1.630
47 C -1.950 4.647 -2.330
48 C -0.691 5.083 -2.726
49 C 0.436 4.334 -2.418
50 C 0.306 3.143 -1.718
51 H -3.667 -0.193 0.190
52 H -5.234 0.152 2.055
53 H -4.808 1.920 3.727
54 H -2.815 3.372 3.507
55 H -1.238 3.025 1.644
56 H -1.446 -1.695 -0.238
57 H -2.235 -3.435 -1.794
58 H -2.964 -2.815 -4.076
59 H -2.912 -0.450 -4.786
60 H -2.134 1.293 -3.235
61 H -3.062 3.125 -1.309
62 H -2.826 5.238 -2.563
63 H -0.589 6.013 -3.270
64 H 1.416 4.679 -2.720
65 H 1.176 2.550 -1.457
66 F 2.738 -2.513 -0.214
67 B 3.997 -3.189 -0.724
68 F 5.050 -2.581 -0.060
69 F 4.040 -2.962 -2.092
70 F 3.858 -4.516 -0.413

---

Cl2NO11Tl | ωB97M-V with the def2-TZVPD basis set

Its energy above the lowest of the compared OMol25 structures with the same formula, charge and spin is 34.6 kcal/mol. The net charge is 0.

Element x y z (Å)
1 Tl 0.006 -13.677 -4.560
2 N -3.085 -19.502 -2.000
3 O -3.968 -19.947 -2.572
4 O -1.906 -19.686 -2.534
5 O -3.219 -19.057 -0.936
6 Cl -3.585 -15.951 -4.017
7 O -3.810 -16.908 -5.041
8 O -4.540 -14.958 -3.784
9 O -3.613 -16.780 -2.893
10 O -2.348 -15.375 -4.189
11 Cl 0.534 -16.525 -1.359
12 O -0.083 -16.360 -2.687
13 O -0.463 -16.998 -0.476
14 O 1.779 -17.214 -1.230
15 O 0.755 -15.223 -0.641

---

What is the energy above the lowest of the compared OMol25 structures with the same formula, charge and spin in the first record?
12.2 kcal/mol

---

Which of these has the highest energy above the lowest of the compared OMol25 structures with the same formula, charge and spin?
Cl2NO11Tl